# 1
# C60H156N12O18

A 12-piece molecular cluster, C60H156N12O18 overall in a non-equilibrium geometry (ωB97M-V/def2-TZVPD, OMol25).

Structure (XYZ):
```
246
C60H156N12O18 ωB97M-V/def2-TZVPD
H -2.126 2.514 5.302
H -3.112 5.128 4.173
H -2.807 2.604 -6.325
H 4.981 2.716 -5.333
C -2.950 3.245 -4.320
H -1.687 5.569 5.132
H -3.574 -0.150 -0.906
C 3.461 -3.018 -1.323
O -1.212 8.997 5.722
H -0.038 1.612 -6.541
H 0.597 5.663 1.174
H -0.575 -2.698 4.121
H -2.829 2.002 -0.417
H -4.391 5.589 0.070
O 3.254 2.579 -4.033
C -4.105 5.581 -2.505
C -0.925 3.440 8.694
H 8.622 2.833 1.124
H 4.226 4.226 -4.597
H -3.049 -0.552 6.916
H 0.181 -5.471 -4.476
N -1.664 0.409 -0.259
C -2.084 2.785 -5.491
H -2.878 -1.692 -2.681
H 4.204 -6.488 -3.935
H -4.086 4.353 -5.628
C -4.992 -6.395 4.117
O 8.335 -6.271 -4.723
H 2.717 3.542 0.889
H -2.777 0.947 2.084
C -4.620 1.753 6.005
H 5.227 3.126 -3.644
H -1.452 -7.422 -1.465
H 4.032 3.924 -1.759
H -1.305 3.492 -5.797
C 1.518 3.304 5.742
H 6.535 -6.339 -6.456
H 2.021 -0.328 0.115
H 0.264 0.515 2.421
H 0.487 -4.590 -6.021
H 1.926 1.144 2.353
H -0.729 -6.416 1.965
N -2.421 7.075 3.816
H 6.893 -5.287 -3.595
O -3.953 -5.432 3.890
H 2.901 -1.225 -4.241
H 0.156 8.083 7.068
H -1.527 7.564 3.663
H -4.906 6.219 -2.098
C -2.546 -0.534 -0.888
H 0.174 -4.579 -1.691
H 8.928 -5.937 -2.751
H -2.386 3.428 -3.398
H 1.635 -5.172 0.312
H -0.714 9.506 7.712
H 1.157 -5.775 3.405
H -0.051 -7.090 -0.445
H -5.020 -4.135 2.780
N 0.649 2.826 6.810
C 4.723 4.015 0.332
H -3.804 2.396 1.732
H 2.394 0.900 -3.381
H 4.533 -4.812 -3.535
O -1.853 -7.514 0.545
H 0.449 9.752 6.487
H 7.436 -4.472 -5.076
O 6.517 2.882 1.337
H -4.209 2.659 6.454
H -1.713 1.031 4.312
H -1.032 3.694 -0.204
H -1.134 -2.096 1.161
H -0.968 4.028 3.417
H -0.184 -0.694 -4.159
N 3.897 -1.008 -4.245
C 0.920 5.311 2.185
H -5.310 4.027 -3.446
H -0.247 -8.117 1.623
O -2.151 2.795 8.244
N -3.416 -4.679 -7.241
C 4.104 -5.459 -4.308
H 4.364 -0.664 -1.935
H 1.491 -0.173 3.551
H -3.533 0.024 -5.264
C -0.258 -1.630 -3.587
H -3.419 -5.687 -7.104
H 1.235 -1.889 -0.094
C -4.496 -0.397 -5.571
N 4.879 -5.371 -5.525
C 7.787 2.192 1.411
H 1.058 4.103 5.145
C -3.563 1.643 2.496
H -5.208 -4.030 -6.196
H 4.742 5.288 -1.305
H 3.626 2.155 0.201
H 4.016 1.134 -2.767
H 4.673 4.817 1.086
H -0.714 0.029 -0.340
C -4.102 -4.003 -6.157
H -1.610 0.877 -7.075
H 3.404 -5.474 0.143
H 1.897 5.772 2.422
H -3.984 -5.739 -4.889
C 7.204 -5.446 -4.626
C -0.303 9.052 6.820
H -0.364 2.790 9.380
C 1.064 -4.728 3.709
C -0.201 -2.781 3.098
H -5.564 -6.448 3.191
C 1.154 0.741 3.032
O -3.114 2.407 3.597
H 0.721 4.539 8.042
H 3.217 1.527 -6.546
O -4.557 -1.775 -5.408
C -3.125 7.800 4.849
H -3.475 8.772 4.466
C 4.029 0.352 -4.756
O -1.520 1.561 -5.133
H -3.060 -4.084 -0.696
H 5.294 -1.088 -0.649
C -4.444 -4.130 3.722
H -2.184 -0.034 -3.016
C -3.402 0.832 5.491
H 6.803 4.152 -0.228
H 3.948 2.593 1.849
C -4.683 4.888 -3.708
H -1.714 -1.397 2.626
H 1.672 -0.880 -1.556
H 6.039 2.610 -0.658
C 1.971 -1.201 -0.535
C 9.324 -5.868 -3.797
H -2.692 -2.435 -5.967
H 1.903 2.790 -1.635
C -1.088 -7.439 1.735
C -3.692 -4.684 -4.808
C 6.124 -6.101 -5.453
H -2.597 -4.601 -4.765
H -1.836 7.288 6.541
H 5.071 0.586 -4.865
H -4.535 1.116 2.689
H -3.635 2.412 -4.083
H -3.848 1.909 8.842
H -3.357 -5.523 0.252
H 10.147 -6.602 -3.897
H -3.408 3.310 9.876
H 3.780 -0.138 -6.881
O 0.113 -4.138 2.857
H -0.866 -2.344 -4.162
H 3.450 -2.813 -2.381
C 6.061 3.400 0.103
H -5.129 -3.834 4.515
H 4.416 -1.724 -4.775
H 1.062 4.222 2.144
H 7.995 1.799 2.392
H -5.173 1.233 6.776
H -0.895 2.471 1.093
C -3.755 -2.546 -6.250
H -0.975 -4.926 0.260
H 0.501 3.883 -1.751
H 2.673 2.634 4.064
H 4.443 -3.522 -1.116
H -2.599 -1.430 -0.276
H -2.697 5.899 -0.280
H -3.044 8.589 6.770
H -1.186 4.399 9.147
C 3.414 1.214 -3.679
H -5.320 5.539 -4.320
H -1.552 4.989 2.098
C 4.469 3.175 -4.463
H -4.603 -7.379 4.322
N 4.374 -0.764 -0.908
H 0.072 -6.292 -6.020
H 2.226 -5.105 -3.438
C 2.614 -4.735 0.105
C -3.011 2.451 9.316
C -2.136 -0.929 -2.346
C 3.679 3.013 0.871
H -2.270 -4.189 2.182
C -1.421 -5.421 -0.632
C -3.274 -3.145 3.639
H -3.917 -2.291 -7.302
H -3.831 0.098 4.822
H 3.592 -1.949 0.520
C -1.819 1.753 -0.739
C -2.165 5.682 4.139
H -4.012 7.296 5.258
O 0.479 2.380 -0.311
N 4.128 4.561 -0.953
C -2.335 8.157 6.067
H -0.083 2.182 6.494
H -2.701 -3.240 4.564
C -2.901 -5.154 -0.666
H 2.446 3.699 6.220
H -5.313 1.960 5.213
H -3.878 -4.527 -8.133
C -0.847 2.636 0.005
H 2.790 -3.973 0.842
C 3.294 0.510 -6.147
C -1.248 5.057 3.139
H -1.724 1.976 -1.839
H 9.780 -4.875 -4.009
O 2.489 -4.086 -1.219
H -4.162 -4.205 -3.929
C -3.456 5.103 -0.287
C 1.879 2.204 4.746
H 0.742 -2.088 -3.413
C -0.907 0.995 -6.236
O 1.971 -5.964 -5.388
H 0.624 -2.076 2.969
H -2.092 0.712 7.196
C 0.816 2.845 -1.587
O 0.805 1.750 3.961
N -2.558 -3.222 2.367
H 2.575 -4.072 -4.826
H -3.380 -5.602 -1.553
H 4.319 -5.799 -6.255
H -3.163 4.338 0.431
C 2.662 -5.101 -4.453
H -4.813 -0.021 -6.586
O -0.833 -1.469 -2.309
N -2.494 0.147 6.439
N -0.771 -4.931 -1.863
H 0.339 2.223 -2.371
H 2.028 -4.235 3.733
H 7.799 1.364 0.673
C -1.392 -2.345 2.179
H 2.301 1.314 5.298
H -5.284 -0.002 -4.874
H -0.553 0.035 -5.899
H -0.548 4.588 6.835
H 2.253 0.155 -6.028
O -0.001 5.773 3.186
C 0.640 -5.537 -5.484
C 3.375 -1.733 -0.532
H -5.687 -6.090 4.897
C -2.525 1.709 4.656
H -3.283 6.236 -2.787
C -1.153 -6.931 -0.542
N -3.634 4.483 -4.717
H 5.877 -7.097 -4.980
H -1.767 -7.753 2.517
H -3.623 -2.100 3.637
H -2.441 1.738 9.952
O -3.632 4.557 -1.587
H 0.659 -4.791 4.738
C 0.008 3.912 7.510
H -1.295 -4.093 -2.107
```

Results
Net charge = 0
SMILES string = COC[C@H](C)N.COC[C@H](C)N.COC[C@H](C)N.COC[C@H](C)N.COC[C@H](C)N.COC[C@H](C)N.COCCNCCOC.COCCNCCOC.COCCNCCOC.COCCNCCOC.COCCNCCOC.COCCNCCOC
Lowest unoccupied orbital energy = 0.495 eV
E_tot = -119474.5221 eV
Multiplicity = 1
Gap between HOMO and LUMO = 8.8 eV

Results of the Mulliken charge analysis, in e, for atoms 1 through 4:
1. H -0.0452
2. H 0.4280
3. H 0.4091
4. H 0.2759


# 2
# C60H157N9O24

A 14-piece molecular cluster, C60H157N9O24 overall in a non-equilibrium geometry (ωB97M-V/def2-TZVPD, OMol25).

Structure (XYZ):
```
250
C60H157N9O24 ωB97M-V/def2-TZVPD
H -32.523 -10.897 -13.135
H -34.129 -8.953 -12.563
H -32.213 -10.615 -7.836
H -31.262 -4.342 -16.481
H -27.481 -2.397 -4.017
H -32.241 -0.944 -9.447
O -29.408 -3.090 -9.059
H -30.048 -6.532 -4.883
H -35.669 5.213 -10.023
H -31.106 -8.019 -15.246
C -32.302 -10.742 -8.931
H -31.780 6.242 -9.314
H -35.316 -1.342 -13.470
H -33.020 -5.894 -16.101
H -32.240 -0.568 -11.206
H -32.511 -11.850 -5.965
H -35.790 -5.660 -15.106
O -29.661 3.092 -10.761
N -31.853 -7.762 -5.254
H -34.443 -6.043 -9.647
H -35.225 1.698 -8.698
H -37.035 -12.996 -10.011
O -27.834 -5.628 -12.423
H -36.861 5.062 -14.253
H -36.692 -8.412 -13.018
C -32.936 -2.767 -8.972
H -35.663 -8.091 -14.423
C -34.929 -2.896 -5.582
H -32.552 1.957 -5.069
H -33.852 7.635 -9.507
C -28.842 -1.801 -9.055
O -32.442 -5.934 -18.090
O -32.947 -3.762 -11.164
C -24.876 -2.997 -2.606
C -36.930 -6.018 -10.584
N -32.675 -3.122 -15.661
H -33.262 -7.807 -17.584
H -28.768 -3.051 -3.162
H -35.420 -0.456 -5.478
C -34.037 -8.810 -11.514
C -29.099 4.325 -10.620
H -29.136 -1.216 -9.923
H -32.508 -3.627 -8.490
C -32.245 -3.990 -16.747
C -32.857 3.827 -8.406
H -35.024 -2.818 -4.510
C -36.199 -5.710 -14.052
H -34.157 -6.834 -18.710
O -32.942 -8.904 -14.795
N -35.005 -4.697 -7.242
C -33.541 6.973 -10.302
H -32.970 -12.262 -10.153
C -29.839 2.669 -12.091
H -25.208 -2.202 -3.319
C -31.808 -8.457 -3.927
H -30.907 -12.457 -5.614
H -37.375 -8.634 -14.650
H -32.372 -7.942 -3.126
H -31.297 -10.611 -9.313
H -34.063 -6.536 -7.240
H -32.424 -3.092 -4.348
H -29.865 -3.473 -5.410
H -28.368 -3.045 -13.072
O -33.143 -9.685 -10.927
H -28.963 -3.324 -11.480
H -31.220 -1.784 -4.232
O -33.460 4.987 -8.872
C -32.301 -16.832 -14.411
O -33.028 -15.624 -14.334
H -27.784 -1.916 -9.207
C -31.360 -2.837 -4.379
O -30.620 -6.871 -7.609
C -30.539 1.296 -12.085
H -28.239 4.473 -11.288
H -32.198 -4.588 -14.184
H -37.236 -2.648 -9.207
C -31.738 -11.892 -5.193
H -33.879 -4.798 -5.493
H -23.886 -3.223 -2.969
H -31.306 0.804 -7.285
C -31.780 -8.160 -14.395
H -36.520 -12.958 -11.792
H -35.979 -11.710 -10.725
H -32.340 5.320 -10.654
C -32.309 -3.486 -14.341
H -28.975 -1.270 -8.146
C -34.827 -4.368 -5.867
H -31.520 -5.646 -9.019
C -35.275 -6.396 -9.001
H -38.126 4.040 -13.424
C -33.168 -7.116 -18.400
H -29.744 5.237 -10.662
H -32.126 -12.327 -4.262
H -24.912 -2.644 -1.550
H -31.908 4.040 -7.850
H -33.220 -9.808 -4.773
O -30.781 -3.180 -5.596
H -37.554 -3.917 -14.400
H -32.183 -5.663 -6.932
H -28.828 2.604 -12.470
H -26.341 -4.941 -5.408
C -36.168 -2.015 -13.415
N -34.599 6.632 -11.209
H -32.232 -0.410 -6.281
O -35.117 -13.609 -10.570
H -35.578 -4.887 -5.258
C -34.694 -13.763 -9.204
H -34.550 1.454 -10.967
H -28.177 -4.454 -7.638
H -32.606 -10.377 -3.124
H -32.886 -17.564 -14.965
H -34.261 -13.627 -13.229
H -38.161 -3.222 -10.590
H -31.385 -14.704 -13.562
H -36.647 3.310 -13.981
H -30.844 -3.315 -3.539
C -32.475 -14.768 -13.354
H -31.356 -8.386 -5.893
C -37.149 -1.611 -12.250
H -33.158 -3.092 -13.755
H -36.233 6.892 -10.160
H -33.664 -10.365 -15.915
N -31.918 1.519 -11.621
C -33.196 -9.658 -9.515
C -27.641 -5.122 -6.919
C -33.208 -13.477 -13.255
H -32.022 -17.407 -13.525
H -37.531 -4.599 -12.745
N -28.256 -4.197 -4.747
H -30.394 3.461 -12.649
H -37.142 -0.604 -6.042
H -34.476 -3.793 -9.855
H -35.042 -8.942 -11.076
C -32.820 -10.264 -15.216
C -34.026 -12.510 -8.522
N -35.814 -3.427 -13.420
C -29.017 -6.184 -11.959
C -31.774 0.600 -6.261
O -36.517 -5.765 -9.258
H -34.222 -9.861 -9.194
H -30.948 0.700 -5.572
C -29.202 -2.803 -12.410
H -31.322 -8.690 -13.547
H -36.256 -5.508 -11.247
H -28.660 4.312 -9.602
C -26.961 -6.637 -8.547
H -32.154 -7.196 -14.094
H -31.232 -1.778 -13.786
C -32.693 5.832 -9.732
H -34.834 0.422 -7.559
C -37.039 4.242 -13.567
H -35.754 -0.032 -9.035
H -35.603 -14.060 -8.646
H -30.340 -2.894 -9.280
O -31.273 -10.563 -4.784
H -32.992 -8.652 -9.009
C -35.015 -6.145 -7.545
H -27.085 -5.825 -11.841
H -32.841 7.617 -10.880
C -31.143 -5.933 -6.664
H -34.716 -0.324 -11.079
C -33.085 -5.283 -16.985
C -35.806 6.081 -10.648
O -36.086 -2.296 -6.169
H -33.511 3.307 -7.704
H -31.905 1.865 -10.681
H -29.691 -6.215 -12.828
H -29.919 0.569 -11.503
O -32.733 1.618 -5.956
H -30.433 -6.940 -9.670
H -30.283 -2.920 -14.784
H -33.730 -7.812 -11.199
C -36.301 -1.071 -5.499
C -32.376 -9.867 -4.087
C -30.581 -6.210 -8.866
H -35.820 -6.621 -6.958
H -32.186 -3.236 -11.419
H -27.380 -4.942 -2.043
O -25.621 -4.171 -2.705
H -30.807 -8.642 -3.522
O -36.461 4.460 -12.267
H -35.398 -7.485 -9.178
C -36.222 -12.774 -10.732
C -27.883 -3.339 -3.650
C -32.737 0.312 -11.629
O -31.886 -1.860 -9.320
N -32.928 -12.544 -14.356
H -32.043 -12.746 -14.788
H -34.031 -2.340 -5.900
H -36.648 -1.750 -14.406
O -26.563 -5.772 -7.502
H -29.767 -5.482 -8.896
H -26.049 -7.001 -9.024
O -30.481 -3.268 -12.746
C -26.968 -3.971 -2.460
H -33.099 0.106 -12.630
O -33.739 0.435 -9.394
H -28.465 -5.852 -6.498
C -36.688 -8.018 -14.050
H -30.531 -5.033 -6.660
H -28.497 -5.118 -4.412
H -36.576 -1.128 -4.428
H -35.944 -4.388 -7.612
H -33.808 -12.764 -7.487
H -34.251 -2.249 -10.663
H -34.148 -11.035 -13.795
H -33.642 -2.938 -15.726
C -36.841 5.693 -11.675
H -28.982 -7.233 -11.616
H -38.089 -2.270 -12.416
H -37.478 -0.586 -12.419
H -31.628 -5.769 -4.550
H -37.929 -5.578 -10.694
H -32.893 -13.007 -12.336
C -34.950 0.610 -8.632
C -31.114 -6.481 -5.247
H -27.141 -3.264 -1.613
O -36.710 -1.824 -10.939
H -30.635 0.993 -13.124
H -32.152 -3.412 -17.647
H -34.716 -11.699 -8.542
C -36.892 -4.383 -13.593
H -32.550 3.122 -9.173
H -27.606 -6.125 -9.300
O -37.226 -6.713 -14.087
H -34.232 6.022 -11.872
H -29.525 -5.569 -11.230
C -27.143 -4.309 -5.701
C -33.080 -11.159 -14.043
C -33.700 -3.095 -10.211
H -36.902 6.421 -12.465
H -32.769 -7.703 -19.207
H -37.056 -7.089 -10.743
H -34.127 -5.050 -17.254
H -35.368 -5.926 -13.337
C -30.994 -2.826 -13.979
H -37.817 5.694 -11.186
C -34.049 0.488 -10.807
H -27.506 -7.522 -8.196
H -31.884 -10.522 -15.683
H -34.983 -3.666 -12.900
H -33.627 -2.353 -8.207
H -38.480 -1.542 -9.963
N -32.773 -12.143 -9.154
H -34.042 -14.597 -9.188
H -32.612 -15.274 -12.395
C -37.719 -2.326 -10.107
H -31.313 -16.739 -14.921
H -26.873 -3.285 -5.940
H -29.289 -1.722 -12.173
```

Results
Net charge = 0
Lowest unoccupied orbital energy = 0.475 eV
E_tot = -127300.5410 eV
Multiplicity = 1
Gap between HOMO and LUMO = 8.9 eV

Results of the Mulliken charge analysis, in e, for atoms 1 through 4:
1. H 0.1920
2. H -0.0923
3. H -0.3263
4. H 0.3843